Record 1
Here is a cluster of 10 separate species, H20O10 in total from the Open Molecules 2025 dataset. Energies are from ωB97M-V/def2-TZVPD.

Positions of all 30 atoms, in Å:
H -0.0899 0.3221 0.1369
H 1.4197 0.5987 -0.0907
H -0.8640 2.1356 3.6128
H -0.6198 3.6000 3.5602
H 2.7033 -2.8185 0.3310
H 4.3057 -3.0238 0.6879
H -0.7206 -3.9460 0.3649
H -1.3196 -3.0262 1.4016
H -3.8420 -0.5907 -1.0872
H -4.6935 -1.2672 -0.1156
H -2.3704 0.2364 -3.0538
H -3.8531 -0.3037 -2.9710
H 3.9476 3.7454 -0.5557
H 2.4780 4.4497 -0.9585
H -0.5543 -0.3834 2.9747
H -0.4762 -1.5111 1.9059
H 4.1389 -1.4117 -0.5960
H 5.0345 -0.1651 -0.9868
H -1.0430 1.7906 -3.0439
H -1.6108 2.1990 -1.5635
O 0.5983 1.0712 -0.0211
O -1.3768 3.0036 3.5606
O 3.5753 -2.9716 -0.0190
O -0.7010 -3.7712 1.3059
O -4.1881 -0.4448 -0.2158
O -2.9333 -0.4734 -3.3640
O 2.9362 3.7556 -0.4837
O -1.0865 -1.0494 2.5008
O 4.1977 -0.6827 -1.1378
O -1.2681 1.4839 -2.1201

Its orbital gap is 10.913 eV. The electronic energy is -764.31711 a.u. For the energy above the lowest of the compared OMol25 structures with the same formula, charge and spin, the calculation gives 103.4 kcal/mol. Its highest occupied orbital energy is -10.9 eV. The multiplicity is 1. The LUMO energy is 0.04 eV. As for the structure (SMILES): O.O.O.O.O.O.O.O.O.O.

natural (NBO) population analysis, charges in e, atoms 1 to 2: H 0.464; H 0.472

***

Record 2
Here is a cluster of 10 separate species, H20O10 in total from the Open Molecules 2025 dataset. Energies are from ωB97M-V/def2-TZVPD.

Positions of all 30 atoms, in Å:
H 0.0721 1.3585 -0.4536
H 0.1956 0.4987 0.7936
H 3.7886 0.1959 0.8391
H 4.5866 1.2390 1.6041
H 0.8624 -2.7366 3.8394
H -0.3024 -3.4699 3.1946
H -1.8800 1.7483 -0.1409
H -2.4469 3.0147 -0.7614
H -0.5881 -0.1003 -3.6768
H 0.3136 -0.9645 -2.8106
H -3.5438 0.1745 1.2698
H -4.9367 0.0418 1.8632
H 0.5584 2.4196 -4.7180
H 0.7947 1.5858 -5.9667
H 0.0352 -1.2925 -0.5410
H 0.2997 -2.6666 0.0523
H 3.1571 3.6573 1.6637
H 2.2023 2.5324 2.0284
H -2.7621 -3.3409 1.4327
H -1.4709 -2.5392 1.4482
O 0.2373 1.4139 0.4944
O 4.6893 0.5053 0.9875
O 0.5696 -3.6170 3.5782
O -1.8639 2.2708 -0.9506
O -0.3602 -1.0195 -3.4976
O -4.0522 -0.3385 1.9080
O 0.3044 2.3509 -5.6453
O 0.2712 -2.1940 -0.7873
O 3.0828 2.6964 1.6722
O -1.8139 -3.4242 1.2806

Its orbital gap is 10.100 eV. The electronic energy is -764.34284 a.u. For the energy above the lowest of the compared OMol25 structures with the same formula, charge and spin, the calculation gives 87.3 kcal/mol. Its highest occupied orbital energy is -10.9 eV. The multiplicity is 1. The LUMO energy is -0.79 eV. As for the structure (SMILES): O.O.O.O.O.O.O.O.O.O.

natural (NBO) population analysis, charges in e, atoms 1 to 2: H 0.485; H 0.455

***

Record 3
Here is a cluster of 10 separate species, H20O10 in total from the Open Molecules 2025 dataset. Energies are from ωB97M-V/def2-TZVPD.

Positions of all 30 atoms, in Å:
H 0.9612 -0.7025 0.2606
H -0.0215 0.0341 -0.6349
H 1.4828 2.2457 0.4839
H 1.6998 0.7596 0.2503
H 0.0142 1.6073 2.1165
H 0.0835 2.5756 3.2859
H 3.3380 -3.2097 -1.0576
H 3.2925 -3.6071 0.4087
H 0.3124 -3.7604 2.0563
H -0.2998 -2.8673 3.1229
H -3.3576 1.6868 -0.9003
H -4.1275 2.9341 -1.3023
H 2.9410 2.7909 -1.8910
H 1.5960 3.4462 -2.1586
H -3.2210 -3.1508 -1.9972
H -3.3477 -2.4774 -0.6406
H -3.9109 2.2822 1.4349
H -2.7507 1.5278 0.8066
H 2.3311 -0.7169 -2.4293
H 3.7256 -0.2308 -2.0701
O 0.1733 -0.8396 -0.2774
O 1.4170 1.3899 0.9224
O -0.4481 1.8575 2.9244
O 3.4828 -3.9586 -0.4683
O 0.5021 -2.9890 2.6022
O -3.2665 2.5103 -1.3928
O 2.0006 2.7014 -1.6996
O -3.8325 -3.0326 -1.2616
O -3.5793 1.3906 1.2793
O 2.8092 -0.1973 -1.7732

Its orbital gap is 10.635 eV. The electronic energy is -764.35497 a.u. For the energy above the lowest of the compared OMol25 structures with the same formula, charge and spin, the calculation gives 79.7 kcal/mol. Its highest occupied orbital energy is -10.7 eV. The multiplicity is 1. The LUMO energy is -0.08 eV. As for the structure (SMILES): O.O.O.O.O.O.O.O.O.O.

natural (NBO) population analysis, charges in e, atoms 1 to 2: H 0.465; H 0.468

***

> Which of these has the lowest electronic energy?

number 3